# 1
ORCA calculation (wB97M-V/def2-TZVPD) on a structure of composition C34H43AsN3O5OsS3Se at a distorted geometry.

Values from the calculation:
ΔE to the lowest compared entry with this formula, charge and spin: 4.728 eV
electronic energy: -211789.40418 eV
highest occupied orbital energy (spin up / spin down): -16.05 / -16.01 eV
spin multiplicity: 5
expectation value of S²: 6.0236
orbital gap (spin up / spin down): 6.302 / 4.168 eV
net charge: +3
strongest force on any atom: 4.348 eV/Å

Atoms and positions in Å:
Os: 0.5223 0.8805 0.0714
O: -0.4433 0.1364 2.2085
S: -0.5776 -0.7123 3.4294
C: 0.2286 -2.3462 3.1354
C: -0.1162 -2.9280 1.7585
C: 1.0792 -2.7285 0.8237
C: 0.8499 -2.9228 -0.6692
S: -0.4888 -1.8784 -1.3693
O: -0.7520 -0.6696 -0.4423
C: 0.4162 -0.9962 -2.8305
C: 1.8811 -1.2417 -3.0744
C: 2.5047 -0.0911 -3.2850
C: 1.0941 1.8542 -4.3098
C: -0.3833 2.0063 -4.0062
C: -0.7564 1.1490 -3.0675
C: -2.2781 -1.2532 3.4826
C: -2.7107 -1.9633 4.6257
C: -4.0031 -2.4253 4.6676
C: -4.8682 -2.1435 3.6022
C: -4.4258 -1.4208 2.4727
C: -3.1374 -0.9492 2.4192
H: -0.0866 -2.9705 3.9727
H: 1.2959 -2.1404 3.2331
H: -1.0008 -2.4362 1.3527
H: -0.3550 -3.9883 1.8552
H: 1.8696 -3.4249 1.1137
H: 1.4822 -1.7357 0.9823
H: 0.5319 -3.9382 -0.9116
H: 1.7731 -2.6844 -1.1905
H: 2.2863 -2.2333 -3.2142
H: 3.5345 0.0345 -3.5870
H: 1.6077 2.8108 -4.3774
H: -1.0229 2.6660 -4.5732
H: -1.7509 0.9139 -2.7188
H: -2.0375 -2.1412 5.4566
H: -4.3528 -2.9839 5.5250
H: -5.8989 -2.4722 3.6576
H: -5.1024 -1.2431 1.6473
H: -2.7693 -0.3906 1.5675
C: 8.6945 -0.2956 0.0065
C: 7.3012 0.2101 0.1800
C: 6.5019 0.5150 -0.9280
C: 5.1768 0.8640 -0.7736
C: 4.6428 0.9310 0.5116
C: 5.4267 0.6914 1.6359
C: 6.7517 0.3483 1.4608
S: 2.9074 0.9010 0.6641
O: 2.5292 0.3441 1.9426
O: 2.0987 2.1728 0.4254
O: 2.4099 0.0400 -0.4779
H: 8.8621 -0.6851 -0.9949
H: 8.9137 -1.0664 0.7443
H: 9.4215 0.5039 0.1724
H: 6.9232 0.4451 -1.9222
H: 4.5418 1.0476 -1.6304
H: 4.9885 0.7397 2.6239
H: 7.3647 0.1464 2.3293
C: -0.4225 3.5049 2.7907
C: -1.6827 3.0309 2.0711
As: -1.2813 2.4630 0.2359
C: -3.0229 1.9848 -0.5714
C: -4.2322 2.4952 0.2095
C: -0.7488 4.1314 -0.6515
C: -1.8527 5.1850 -0.6727
H: -0.6465 3.7194 3.8351
H: -0.0304 4.4186 2.3451
H: 0.3613 2.7456 2.7605
H: -2.4247 3.8260 2.0091
H: -2.1345 2.1810 2.5819
H: -3.0415 0.8959 -0.6476
H: -3.0162 2.3975 -1.5799
H: -4.2828 2.0604 1.2084
H: -5.1415 2.2236 -0.3260
H: -4.2179 3.5796 0.3080
H: -0.4380 3.8805 -1.6675
H: 0.1303 4.4923 -0.1149
H: -2.7272 4.8405 -1.2248
H: -1.4838 6.0845 -1.1633
H: -2.1636 5.4660 0.3336
Se: -1.7437 -2.9915 -5.5077
N: -0.8029 -1.7638 -6.3015
C: -0.1246 -1.0411 -5.4390
C: 0.7340 -0.0183 -6.0469
C: 1.2596 1.1355 -5.6300
C: 1.5824 1.0610 -3.0643
N: 0.3535 0.4209 -2.5312
C: -0.3386 -1.4737 -4.0658
N: -1.1434 -2.4888 -3.9079
H: 0.9138 -0.2655 -7.0873
H: 1.8447 1.6731 -6.3666
H: 1.9754 1.7766 -2.3333


# 2
ORCA calculation (wB97M-V/def2-TZVPD) on a structure of composition C34H43BN4O9Rh.

Values from the calculation:
ΔE to the lowest compared entry with this formula, charge and spin: 0.452 eV
electronic energy: -64026.03228 eV
highest occupied orbital energy (spin up / spin down): -3.05 / -5.71 eV
spin multiplicity: 5
expectation value of S²: 6.0592
orbital gap (spin up / spin down): 5.416 / 5.733 eV
net charge: -1
strongest force on any atom: 0.314 eV/Å

Atoms and positions in Å:
Rh: -0.2416 -0.1251 0.4352
C: -0.5083 4.3513 1.3456
C: -1.0154 4.9824 0.0487
C: 0.0619 5.8237 -0.6448
C: -1.8095 4.0483 -0.8728
C: -2.7331 4.6282 -1.7116
C: -3.7922 3.8924 -2.2407
C: -4.0247 2.6003 -1.7493
C: -3.1465 1.9486 -0.9172
C: -3.5908 0.6187 -0.3410
C: -3.0713 -0.5978 -1.1192
C: -3.3909 0.5336 1.1732
C: -1.8463 2.5894 -0.7052
N: -0.7461 1.8859 -0.5248
C: 0.4635 2.4780 -0.9075
C: 1.6550 1.9050 -0.5178
C: 3.0000 2.3601 -0.6909
C: 3.7965 1.4702 0.0038
C: 2.9574 0.4825 0.5745
N: 1.6729 0.7398 0.2220
C: 3.3856 -0.5422 1.6002
C: 2.5299 -1.8098 1.6056
C: 4.8420 -0.9503 1.3497
C: 3.2791 0.1286 2.9831
H: -0.1474 5.1419 2.0068
H: 0.3103 3.6537 1.1831
H: -1.3073 3.8193 1.8645
H: -1.7850 5.6993 0.3594
H: 0.8821 5.2152 -1.0207
H: 0.4882 6.5296 0.0718
H: -0.3534 6.3993 -1.4737
H: -2.6928 5.7001 -1.8798
H: -4.5033 4.3542 -2.9130
H: -4.9525 2.1013 -2.0069
H: -4.6747 0.6105 -0.4964
H: -1.9885 -0.7207 -1.0644
H: -3.3315 -0.5065 -2.1759
H: -3.5020 -1.5146 -0.7183
H: -2.3594 0.6884 1.4885
H: -3.7068 -0.4448 1.5408
H: -3.9909 1.2967 1.6743
H: 0.4235 3.3335 -1.5618
H: 3.2984 3.2457 -1.2296
H: 4.8665 1.5237 0.1223
H: 2.5334 -2.3062 0.6365
H: 1.4973 -1.5991 1.8756
H: 2.9309 -2.4981 2.3540
H: 4.9612 -1.4004 0.3614
H: 5.1441 -1.6851 2.0990
H: 5.5227 -0.1014 1.4260
H: 2.2536 0.4399 3.1843
H: 3.9263 1.0074 3.0363
H: 3.5839 -0.5756 3.7623
O: -0.0846 -0.1941 4.6820
C: -0.3731 -0.4975 3.5312
O: -0.1299 0.2554 2.5170
C: -1.0760 -1.8370 3.3114
C: -1.4580 -2.4878 4.4698
C: -2.0821 -3.7252 4.4431
C: -2.3340 -4.3646 3.2429
C: -1.9866 -3.7135 2.0897
C: -1.3357 -2.4418 2.0427
O: -0.9955 -1.9912 0.8890
N: -2.2951 -4.4087 0.8372
O: -1.9741 -5.5824 0.7549
O: -2.8849 -3.7999 -0.0316
N: -2.4733 -4.3737 5.6830
O: -2.2477 -3.7992 6.7325
O: -3.0129 -5.4681 5.6120
H: -1.2381 -2.0013 5.4089
H: -2.7934 -5.3411 3.2114
C: 1.1822 -0.3858 -4.6677
C: 0.7408 -1.2048 -3.4714
C: -0.4226 -2.1181 -3.8363
O: 0.2633 -0.3011 -2.4475
B: 0.5848 -0.8701 -1.2333
O: 1.4010 -1.9634 -1.3654
C: 1.8855 -1.9531 -2.7296
C: 3.1932 -1.1716 -2.7269
C: 2.1087 -3.3842 -3.1743
H: 0.3134 0.1011 -5.1123
H: 1.6427 -1.0261 -5.4240
H: 1.8924 0.3850 -4.3744
H: -1.2653 -1.5010 -4.1493
H: -0.7361 -2.7121 -2.9761
H: -0.1606 -2.7919 -4.6540
H: 3.0361 -0.1417 -2.4000
H: 3.6550 -1.1655 -3.7163
H: 3.8827 -1.6443 -2.0263
H: 1.2185 -3.9902 -3.0181
H: 2.9241 -3.8208 -2.5968
H: 2.3806 -3.4175 -4.2322


# 3
ORCA calculation (wB97M-V/def2-TZVPD) on a structure of composition C34H43Cl2N4O3SbZn at a distorted geometry.

Values from the calculation:
ΔE to the lowest compared entry with this formula, charge and spin: 0.409 eV
electronic energy: -128059.58636 eV
highest occupied orbital energy: -0.59 eV
orbital gap: 4.926 eV
net charge: -2
strongest force on any atom: 2.865 eV/Å

Atoms and positions in Å:
Zn: 0.4970 0.0151 -1.1106
O: -2.4545 -3.6745 -1.3073
C: -1.5313 -4.5552 -1.7588
C: -1.7851 -5.9193 -1.7396
C: -0.8449 -6.8243 -2.1833
C: 0.3706 -6.3827 -2.7310
C: 0.6063 -5.0455 -2.7518
C: -0.3068 -4.1057 -2.3030
C: 0.0697 -2.6377 -2.2785
O: -0.6740 -1.8428 -1.5208
N: 1.0881 -2.3346 -3.0324
N: 1.3243 -0.9475 -2.8513
C: 2.1069 -0.4706 -3.7389
C: 2.2620 0.9685 -3.9783
C: 3.1319 1.4305 -4.9575
C: 3.2402 2.7965 -5.2054
C: 2.4130 3.7041 -4.5178
C: 1.4798 3.2727 -3.6270
C: 1.3257 1.8793 -3.3471
O: 0.3828 1.4797 -2.5958
H: -1.9193 -2.8081 -1.3387
H: -2.6597 -6.3433 -1.3710
H: -1.0566 -7.8723 -2.1075
H: 1.1344 -7.0736 -3.0889
H: 1.5513 -4.6857 -3.1735
H: 2.5361 -1.1741 -4.4643
H: 3.8164 0.7209 -5.4681
H: 3.9719 3.1439 -5.8893
H: 2.5935 4.7892 -4.6802
H: 0.7981 3.9445 -3.1277
C: -5.0382 0.2132 0.3552
C: -3.7688 -0.5689 0.1198
C: -3.4257 -1.4633 1.3152
Sb: -2.1394 0.7279 -0.4341
C: -2.3838 2.3086 1.0617
C: -1.2025 3.2890 0.9233
C: -2.4545 1.7789 2.4646
C: -3.1244 1.7885 -2.1169
C: -2.4179 3.1408 -2.2505
C: -2.9829 0.9159 -3.3575
H: -5.9605 -0.4021 0.4807
H: -5.2578 0.9065 -0.4380
H: -5.0008 0.8064 1.2657
H: -3.9115 -1.2386 -0.7410
H: -3.1818 -0.8720 2.1989
H: -2.5597 -2.1135 1.2070
H: -4.3007 -2.0709 1.5136
H: -3.3352 2.8002 0.8167
H: -0.3091 2.7156 0.8884
H: -1.2538 4.0419 1.7834
H: -1.2969 3.8803 -0.0061
H: -1.5016 1.2766 2.7875
H: -3.2273 1.0263 2.5905
H: -2.6956 2.5328 3.1932
H: -4.1386 1.9427 -1.8454
H: -1.3452 2.9920 -2.3395
H: -2.6444 3.7945 -1.4327
H: -2.7881 3.6584 -3.1856
H: -1.9651 0.7150 -3.5952
H: -3.3917 1.4351 -4.2042
H: -3.5196 -0.0392 -3.2248
C: 1.8356 0.0631 6.6433
C: 1.5626 -0.1455 5.1709
C: 2.4723 -1.1985 4.5160
C: 1.6725 1.1853 4.4112
C: 0.1685 -0.6068 5.1021
N: -0.9590 -0.7932 5.0007
H: 2.8187 0.4921 6.8294
H: 1.8125 -0.8815 7.1887
H: 1.1282 0.7701 7.1070
H: 3.4670 -0.7644 4.4421
H: 2.1574 -1.4730 3.4906
H: 2.4263 -2.0470 5.1606
H: 2.7242 1.4570 4.3253
H: 1.1235 1.9339 4.9738
H: 1.2618 1.1026 3.4319
Cl: 2.5793 3.5584 1.4288
C: 3.2420 1.8843 1.4964
C: 4.3255 1.6527 2.2296
C: 4.8645 0.3769 2.3490
C: 4.2302 -0.6423 1.6233
C: 3.0667 -0.4020 0.9461
Cl: 2.2634 -1.8472 0.2740
C: 2.4054 0.8784 0.7988
N: 1.2950 1.1101 0.2108
H: 4.8202 2.4842 2.7360
H: 5.7784 0.1706 2.9113
H: 4.5124 -1.6843 1.6542


# 4
ORCA calculation (wB97M-V/def2-TZVPD) on a structure of composition C34H43N3O10Ti.

Values from the calculation:
electronic energy: -84021.49777 eV
highest occupied orbital energy (spin up / spin down): -5.77 / -8.21 eV
spin multiplicity: 3
expectation value of S²: 2.0223
orbital gap (spin up / spin down): 5.942 / 7.913 eV
net charge: 0
strongest force on any atom: 0.981 eV/Å

Atoms and positions in Å:
Ti: 0.3608 0.4497 0.5371
O: 1.8230 0.9114 4.3454
C: 1.6503 0.8976 3.0183
O: 0.6049 0.3284 2.5231
C: 2.5607 1.5148 2.1575
C: 3.7076 2.2965 2.4460
C: 4.2961 2.9880 1.4014
C: 3.7681 2.9673 0.1127
C: 2.6189 2.1762 -0.1179
N: 2.1412 1.3672 0.8694
C: 1.7827 2.0849 -1.2362
O: 1.9424 2.7372 -2.3939
O: 0.7565 1.2985 -1.1655
H: 1.0803 0.4306 4.7341
H: 4.0785 2.3629 3.4579
H: 5.1758 3.5886 1.5973
H: 4.2131 3.5609 -0.6749
H: 2.6835 3.3502 -2.3168
C: -2.1519 -4.7382 -1.4979
N: -2.1543 -3.5872 -2.3874
C: -1.5865 -3.7822 -3.7073
C: -2.4689 -2.3890 -1.8425
O: -2.8553 -2.2897 -0.6855
C: -2.3659 -1.1297 -2.7104
O: -2.1074 0.0117 -1.9395
C: -3.1594 0.4598 -1.1341
C: -2.7310 0.4660 0.3127
O: -1.5692 0.1288 0.6229
N: -3.5981 0.8344 1.2355
C: -3.1505 1.0658 2.6044
C: -4.8748 1.4252 0.8564
H: -3.0340 -4.7191 -0.8628
H: -1.2666 -4.7368 -0.8603
H: -2.1554 -5.6448 -2.1011
H: -2.0712 -4.6336 -4.1875
H: -0.5122 -3.9829 -3.6557
H: -1.7488 -2.9166 -4.3410
H: -3.2912 -1.0249 -3.2926
H: -1.5404 -1.1899 -3.4128
H: -4.0441 -0.1731 -1.2227
H: -3.4156 1.4891 -1.3999
H: -2.2043 0.5638 2.7734
H: -3.9033 0.6848 3.2933
H: -3.0120 2.1375 2.7615
H: -5.4371 0.7637 0.1995
H: -4.7138 2.3907 0.3725
H: -5.4589 1.5762 1.7604
O: -2.1250 2.9841 -0.0438
C: -1.0623 3.2538 0.5218
O: -0.2721 2.4111 1.0815
C: -0.5898 4.6874 0.5849
C: -1.3698 5.6958 0.0312
C: -0.9327 7.0117 0.0585
C: 0.2911 7.3252 0.6363
C: 1.0756 6.3201 1.1864
C: 0.6360 5.0043 1.1617
H: -2.3136 5.4265 -0.4241
H: -1.5431 7.7946 -0.3742
H: 0.6316 8.3532 0.6560
H: 2.0317 6.5601 1.6354
H: 1.2380 4.2111 1.5860
C: 3.3111 -0.7764 -1.7236
C: 2.3142 -1.7482 -2.3544
C: 1.1384 -1.0757 -3.0628
C: 1.8692 -2.8096 -1.3677
C: 2.1406 -4.1378 -1.6893
C: 1.8381 -5.1777 -0.8308
C: 1.2648 -4.8789 0.3911
C: 0.9558 -3.5727 0.7659
C: 0.4289 -3.3800 2.1760
C: 1.5148 -2.7481 3.0510
C: -0.9312 -2.6986 2.2985
C: 1.2423 -2.5337 -0.1395
O: 0.9245 -1.2522 0.1909
H: 3.5269 0.0568 -2.3971
H: 4.2497 -1.2894 -1.5054
H: 2.9389 -0.3709 -0.7871
H: 2.8573 -2.2911 -3.1331
H: 0.4662 -0.5643 -2.3789
H: 0.5733 -1.8318 -3.6139
H: 1.4985 -0.3361 -3.7826
H: 2.6217 -4.3444 -2.6390
H: 2.0640 -6.2016 -1.0998
H: 1.0448 -5.6763 1.0918
H: 0.2757 -4.3963 2.5502
H: 1.8558 -1.8033 2.6333
H: 2.3784 -3.4119 3.1224
H: 1.1423 -2.5605 4.0616
H: -0.9293 -1.6618 1.9842
H: -1.2482 -2.7238 3.3449
H: -1.6851 -3.2134 1.6991


# 5
ORCA calculation (wB97M-V/def2-TZVPD) on a structure of composition C34H43NO2PPt at a distorted geometry.

Values from the calculation:
electronic energy: -54070.34354 eV
highest occupied orbital energy: -10.10 eV
orbital gap: 6.815 eV
net charge: +1
strongest force on any atom: 3.003 eV/Å

Atoms and positions in Å:
Pt: 0.1081 0.5781 -0.3065
O: 2.6111 -0.1606 -0.2794
C: 3.2048 -0.5928 0.9264
C: 3.6413 0.5863 1.7928
C: 2.4717 1.5576 2.0052
C: 1.2809 0.8762 2.6130
C: 1.3578 0.3655 3.9034
C: 0.2438 -0.2134 4.4867
C: -0.9439 -0.2231 3.7679
C: -0.9474 0.3033 2.4919
N: 0.1463 0.8069 1.9044
H: 3.2723 0.3294 -0.7823
H: 4.0514 -1.2561 0.7089
H: 2.4387 -1.1738 1.4447
H: 4.4631 1.1223 1.3117
H: 4.0028 0.2004 2.7472
H: 2.1706 2.0018 1.0504
H: 2.7964 2.3559 2.6790
H: 2.2908 0.4324 4.4420
H: 0.2919 -0.6208 5.4831
H: -1.8514 -0.6235 4.1904
H: -1.8623 0.3352 1.9131
C: -2.1970 0.0063 -2.9673
P: -1.7904 1.1765 -1.6078
C: -2.0286 2.7762 -2.4696
C: -3.2330 0.9970 -0.5224
C: -3.4517 -0.2702 0.0200
C: -4.5257 -0.4930 0.8605
C: -5.3823 0.5492 1.1803
C: -5.1467 1.8163 0.6754
C: -4.0706 2.0468 -0.1651
H: -2.2280 -1.0167 -2.6010
H: -1.4367 0.0591 -3.7450
H: -3.1655 0.2650 -3.3930
H: -3.0411 2.8448 -2.8656
H: -1.3165 2.8375 -3.2915
H: -1.8445 3.6031 -1.7896
H: -2.7642 -1.0733 -0.2165
H: -4.6923 -1.4761 1.2749
H: -6.2249 0.3743 1.8320
H: -5.8026 2.6305 0.9427
H: -3.8872 3.0459 -0.5313
C: -0.6459 3.8790 1.4633
C: 0.1913 4.4233 0.3184
O: 0.7431 3.3539 -0.4292
C: 1.4035 3.7918 -1.6039
C: 1.9242 2.5677 -2.3402
H: -1.2429 4.6729 1.9034
H: -0.0116 3.4541 2.2347
H: -1.3099 3.1021 1.0870
H: 1.0016 5.0610 0.7027
H: -0.4378 5.0413 -0.3416
H: 2.2197 4.4781 -1.3356
H: 0.6935 4.3490 -2.2333
H: 2.9396 2.3266 -2.0406
H: 1.9060 2.7148 -3.4150
H: 1.2608 1.7297 -2.0893
C: 2.1651 -5.5699 1.9412
C: 2.2399 -5.2315 0.5973
C: 1.5264 -4.1560 0.1030
C: 0.7009 -3.4116 0.9495
C: 0.6146 -3.7803 2.2963
C: 1.3415 -4.8443 2.7879
C: -0.0054 -2.2042 0.5447
C: 0.0346 -1.5651 -0.6286
C: 0.3146 -1.9540 -1.9688
C: -0.3259 -3.0726 -2.5430
C: -0.1335 -3.3861 -3.8726
C: 0.6819 -2.6025 -4.6787
C: 1.3203 -1.4984 -4.1315
C: 1.1324 -1.1729 -2.8076
H: 2.7461 -6.3938 2.3258
H: 2.8662 -5.8074 -0.0694
H: 1.6065 -3.8959 -0.9423
H: -0.0362 -3.2234 2.9563
H: 1.2696 -5.1017 3.8335
H: -0.5580 -1.7555 1.3684
H: -0.9543 -3.6960 -1.9218
H: -0.6264 -4.2519 -4.2888
H: 0.8172 -2.8466 -5.7200
H: 1.9694 -0.8846 -4.7378
H: 1.6499 -0.3242 -2.3841


> The highest electronic energy belongs to which entry?

C34H43NO2PPt


> Among the records above, which one has the lowest electronic energy?

C34H43AsN3O5OsS3Se


> Which value of net charge does entry 3 give?

-2


> Look up the strongest force on any atom of the third one.

2.865 eV/Å